The following is a quantum chemistry calculation of a structure of composition C30H39Br3CaN4O in a non-equilibrium geometry, from the OMol25 dataset.

Geometry as XYZ:
```
78
C30H39Br3CaN4O | the OMol25 dataset | ωB97M-V/def2-TZVPD
Ca -0.232 1.343 0.227
C 6.539 -2.018 -1.325
C 5.831 -2.535 -0.064
C 5.945 -4.060 -0.033
C 6.527 -1.967 1.182
C 4.376 -2.077 -0.080
C 4.066 -0.725 -0.122
C 2.742 -0.365 -0.141
Br 2.429 1.546 -0.249
C 1.620 -1.208 -0.109
O 0.380 -0.679 -0.104
C 1.945 -2.580 -0.085
C 3.297 -2.946 -0.070
C 0.970 -3.780 -0.102
C -0.515 -3.404 -0.128
C 1.187 -4.624 1.165
C 1.239 -4.633 -1.352
H 7.568 -2.383 -1.351
H 6.574 -0.926 -1.353
H 6.031 -2.367 -2.226
H 6.999 -4.340 -0.014
H 5.499 -4.518 -0.920
H 5.475 -4.485 0.858
H 7.561 -2.314 1.222
H 6.021 -2.295 2.093
H 6.542 -0.875 1.174
H 4.836 0.036 -0.145
H 3.514 -4.004 -0.052
H -0.793 -2.927 0.815
H -1.102 -4.320 -0.237
H -0.745 -2.740 -0.965
H 1.030 -4.021 2.063
H 2.191 -5.045 1.215
H 0.478 -5.457 1.183
H 1.064 -4.053 -2.262
H 0.565 -5.494 -1.361
H 2.260 -5.013 -1.388
Br 1.255 8.651 -0.091
C 0.684 6.880 0.049
C 1.588 5.859 0.253
C 1.087 4.575 0.338
N -0.209 4.243 0.232
C -1.074 5.251 0.042
C -0.660 6.572 -0.055
C -2.539 4.970 -0.118
C -3.440 5.955 0.280
C -4.788 5.775 0.045
Br -6.022 7.062 0.602
C -5.208 4.639 -0.620
C -4.240 3.717 -0.962
N -2.932 3.829 -0.700
H 2.649 6.046 0.338
H 1.786 3.775 0.531
H -1.369 7.362 -0.248
H -3.103 6.852 0.778
H -6.251 4.482 -0.860
H -4.547 2.836 -1.515
C -5.048 0.084 1.244
C -3.785 0.974 1.220
N -2.762 0.392 0.324
C -2.530 -1.018 0.731
C -3.777 -1.873 0.440
N -4.911 -0.927 0.136
C -4.651 -0.213 -1.164
C -3.233 0.385 -1.078
H -5.955 0.657 1.066
H -5.162 -0.462 2.177
H -3.373 1.046 2.224
H -4.021 1.979 0.888
H -2.282 -1.039 1.792
H -1.672 -1.400 0.189
H -4.069 -2.491 1.286
H -3.642 -2.518 -0.425
H -5.775 -1.460 0.061
H -5.420 0.549 -1.272
H -4.754 -0.924 -1.980
H -3.223 1.394 -1.477
H -2.533 -0.215 -1.660
```

The calculation puts the relative energy (zero: lowest compared OMol25 entry of this formula, charge and spin) at 35.4 kcal/mol. For the total energy, the calculation gives -268305.7433 eV. The value obtained for the frontier orbital gap is 6.921 eV. As for the total charge: +2. As for the HOMO energy: -12.31 eV.